86
Properties=species:S:1:pos:R:3:forces:R:3 method="wB97M-V/def2-TZVPD" total_charge=+3 orbital_gap_ev="6.987 / 2.672" multiplicity=5 relative_energy_kj_mol=31.2 e_tot_ha=-1868.85907 homo_energy_ev="-15.29 / -15.90" s2=6.038 e_lumo_ev="-8.3052 / -13.2307"
Os 0.539 0.554 0.267 1.396 1.978 1.026
C 1.716 3.287 2.669 0.384 0.366 -0.621
C 0.291 2.974 2.441 -2.708 -0.713 0.426
C -0.788 3.701 2.997 0.741 -0.384 -0.526
C -1.960 3.053 2.638 -0.133 0.650 -0.060
C -3.360 3.488 2.948 -0.053 0.050 -1.288
N -1.658 1.981 1.909 1.635 -0.308 0.210
N -0.255 1.870 1.775 -0.233 1.535 0.603
B -2.523 1.035 1.088 0.105 0.542 -0.430
N -2.036 -0.430 1.280 2.034 -1.338 -0.235
N -0.743 -0.817 0.792 -3.046 -3.335 0.454
C -0.637 -2.225 0.900 -2.320 1.913 1.582
C 0.453 -3.035 0.280 0.069 0.280 0.476
C -1.779 -2.640 1.638 1.128 0.466 -0.663
C -2.587 -1.504 1.840 -0.522 -0.253 -0.018
C -3.917 -1.452 2.540 0.300 0.238 -0.579
N -2.237 1.474 -0.403 1.571 -1.210 -1.233
N -0.911 1.318 -0.979 -1.214 -0.631 0.136
C -1.047 1.373 -2.343 -1.414 1.208 0.878
C 0.048 1.220 -3.378 -0.173 -0.001 0.480
C -2.404 1.684 -2.608 1.721 -0.987 0.041
C -3.101 1.628 -1.407 -0.469 0.926 0.008
C -4.591 1.821 -1.232 0.929 0.461 -1.069
H 1.928 3.479 3.719 -0.247 0.071 0.049
H 1.994 4.202 2.105 -0.039 -0.574 0.280
H 2.342 2.460 2.381 0.394 -0.204 -0.309
H -0.753 4.624 3.559 0.197 -0.180 0.009
H -3.377 4.494 3.348 0.182 0.004 0.346
H -3.806 2.789 3.635 -0.411 -0.145 0.310
H -3.976 3.555 2.019 0.416 -0.324 0.646
H -3.712 1.124 1.311 0.721 0.013 -0.001
H 0.500 -2.835 -0.790 0.091 -0.006 0.221
H 0.220 -4.095 0.416 0.186 0.157 0.063
H 1.426 -2.807 0.741 -0.211 -0.171 -0.175
H -1.995 -3.612 2.072 0.100 0.094 -0.400
H -3.768 -1.658 3.597 -0.070 0.086 0.132
H -4.589 -2.225 2.143 0.149 0.302 0.102
H -4.333 -0.446 2.392 -0.142 -0.571 0.302
H 0.925 1.853 -3.188 -0.409 -0.314 -0.029
H -0.312 1.455 -4.373 -0.333 0.200 0.016
H 0.343 0.167 -3.417 0.241 0.166 0.053
H -2.750 1.929 -3.581 -0.541 0.044 -0.500
H -4.908 2.761 -1.718 0.227 -0.346 0.269
H -4.872 1.834 -0.208 -0.352 -0.024 0.729
H -5.090 1.025 -1.769 -0.297 -0.242 0.033
C -2.618 -2.833 -2.295 0.377 -0.199 0.381
N -2.084 -3.245 -3.590 -2.776 0.774 1.210
C -3.058 -3.421 -4.668 0.047 -1.141 -0.184
C -0.739 -3.329 -3.746 3.036 -0.212 -0.261
O 0.066 -2.935 -2.894 -1.817 -0.461 -1.353
H -3.643 -3.163 -2.189 -0.129 -0.292 -0.140
H -2.673 -1.736 -2.285 0.340 0.135 0.086
H -1.993 -3.215 -1.459 -0.292 0.445 -0.624
H -3.448 -2.451 -5.029 0.459 -0.023 0.112
H -3.967 -3.944 -4.272 0.894 0.264 -0.167
H -2.596 -4.009 -5.486 -0.335 0.523 0.344
H -0.428 -3.787 -4.702 0.014 0.217 0.231
C 3.943 -1.673 -3.385 -1.345 -0.038 0.785
C 3.276 -0.489 -2.736 1.243 1.100 0.616
C 3.664 0.865 -2.576 -1.167 -1.096 0.218
C 2.758 1.459 -1.651 0.157 -2.511 -0.252
N 1.877 0.471 -1.269 1.320 0.698 -1.136
N 2.234 -0.708 -1.916 -0.537 1.372 0.242
C 2.767 2.825 -1.020 -0.652 -0.560 -0.729
H 5.004 -1.667 -3.177 0.168 -0.108 0.002
H 3.767 -1.631 -4.441 0.132 -0.196 -0.697
H 3.448 -2.584 -2.955 0.739 0.604 -0.552
H 4.485 1.319 -3.088 0.262 0.249 -0.012
H 1.551 -1.459 -2.075 0.416 0.562 0.501
H 3.419 3.491 -1.592 -0.187 -0.055 0.237
H 3.097 2.734 0.001 0.394 0.080 0.407
H 1.739 3.216 -0.970 0.279 0.077 -0.183
C 5.207 -0.823 4.597 -0.157 -0.514 0.432
C 4.110 -0.660 3.591 -0.164 0.226 0.084
C 4.356 -0.640 2.213 0.376 -0.423 0.016
C 3.322 -0.512 1.325 -0.549 1.114 0.359
N 2.070 -0.118 1.697 -0.104 -1.082 -0.177
C 1.795 -0.252 3.020 0.355 0.058 -0.004
C 2.769 -0.563 3.962 -0.494 -0.252 0.447
H 6.006 -1.413 4.147 0.078 0.065 0.232
H 4.861 -1.311 5.535 0.119 0.204 -0.748
H 5.620 0.138 4.912 -0.045 0.075 -0.239
H 5.355 -0.795 1.808 -0.204 -0.101 0.211
H 3.485 -0.674 0.286 0.135 0.273 -0.688
H 0.764 -0.120 3.314 -0.050 0.188 -0.003
H 2.482 -0.786 5.008 0.085 0.475 -0.747

***

11
Properties=species:S:1:pos:R:3:forces:R:3 method="wB97M-V/def2-TZVPD" total_charge=+3 orbital_gap_ev="11.999 / 12.166" multiplicity=5 e_tot_ha=-1513.44171 homo_energy_ev="-28.27 / -28.27" s2=6.004 e_lumo_ev="-16.2757 / -16.1049"
Ho 0.005 0.354 -0.036 0.076 2.207 -2.029
O 0.030 3.461 -1.966 -0.067 -5.798 3.188
C 0.019 2.445 -1.398 0.079 6.561 -3.693
C 1.731 -1.148 0.518 6.318 -3.423 1.821
O 2.715 -1.687 0.782 -4.686 2.338 -1.238
C -1.751 -1.116 0.503 -6.423 -3.319 1.743
O -2.748 -1.637 0.759 4.743 2.253 -1.196
C -0.001 -1.207 -1.744 -0.010 -4.025 -6.465
O -0.001 -1.787 -2.737 0.000 2.379 4.410
O 0.001 1.430 3.164 0.004 -2.288 -3.960
C 0.001 0.892 2.154 -0.036 3.116 7.419

***

38
Properties=species:S:1:pos:R:3:forces:R:3 method="wB97M-V/def2-TZVPD" orbital_gap_ev=7.167 e_tot_ha=-3526.24419 homo_energy_ev=-8.67 e_lumo_ev=-1.4990
S -2.244 -0.940 2.434 -0.808 0.334 1.332
S -1.519 -0.246 -3.283 0.421 -0.230 1.038
S 0.960 3.727 0.462 -0.407 -2.128 -0.457
S 2.915 -1.903 0.245 0.592 -0.169 -0.395
N -1.600 -0.634 -0.309 -0.502 0.632 -0.333
N -0.455 1.303 1.498 -0.172 -1.034 -1.142
N -0.299 1.478 -1.265 1.113 0.668 2.688
N 0.361 -1.283 1.287 -0.541 3.986 -1.136
N 0.769 -0.979 -1.490 0.282 0.277 1.402
N 1.839 0.754 0.400 -0.646 2.969 -1.327
C -3.047 -0.509 -0.469 -1.334 -1.243 1.946
C 0.171 1.638 2.842 -1.588 -1.637 1.178
C -1.331 2.514 -1.691 0.501 0.240 1.415
C 0.295 -2.652 1.632 -2.298 -2.171 0.071
C 0.636 -2.365 -2.101 -1.259 -1.021 -1.309
C 3.134 1.186 -0.236 1.961 -0.349 0.224
P -0.995 -0.289 1.161 -1.768 -2.234 5.926
P -0.633 -0.134 -1.512 -2.477 0.744 -7.626
P 0.472 1.775 0.225 2.254 6.380 -0.280
P 1.362 -0.741 0.092 6.248 -7.014 0.102
H -3.406 -0.886 -1.386 0.202 -0.248 -1.216
H -3.473 -1.146 0.337 0.218 0.389 -0.662
H -3.448 0.462 -0.275 0.066 0.875 -0.109
H 1.194 1.306 2.875 0.352 -0.478 -0.098
H 0.227 2.713 3.085 -0.836 -0.501 -0.597
H -0.469 1.000 3.565 1.155 1.373 -0.842
H -2.261 2.442 -1.094 0.189 -0.574 -0.902
H -1.021 3.549 -1.468 0.717 -0.708 -0.108
H -1.311 2.323 -2.732 -1.100 0.172 -0.938
H 1.267 -3.061 1.733 0.858 -0.148 0.074
H -0.266 -3.255 0.856 0.521 0.497 0.775
H -0.262 -2.739 2.586 0.312 0.102 -0.582
H 1.335 -3.189 -1.817 -0.327 1.378 0.952
H 0.882 -2.305 -3.228 -1.043 0.442 1.748
H -0.467 -2.696 -1.879 2.183 0.283 -0.879
H 3.486 2.179 0.099 -1.321 -0.042 -0.506
H 4.000 0.601 0.143 -1.148 -0.376 0.137
H 3.204 1.001 -1.323 -0.568 0.560 0.434

***

11
Properties=species:S:1:pos:R:3:forces:R:3 method="wB97M-V/def2-TZVPD" orbital_gap_ev=9.420 relative_energy_kj_mol=421.4 e_tot_ha=-306.05105 homo_energy_ev=-9.34 e_lumo_ev=0.0846
C 2.985 -0.084 -0.020 -0.490 -0.091 -0.004
C 1.791 -0.229 -0.019 0.589 0.097 0.028
C 0.362 -0.360 -0.029 0.015 0.261 0.014
C -0.443 0.725 -0.010 0.163 -0.080 -0.053
C -1.855 0.509 -0.133 -0.278 -0.348 -0.234
C -3.024 0.057 -0.317 0.488 0.404 0.176
O -0.068 -1.630 -0.085 -0.174 0.078 0.010
H 4.047 0.035 -0.025 -0.188 -0.021 0.008
H -0.026 1.723 0.035 -0.047 -0.171 -0.042
H -2.726 0.882 0.661 -0.222 -0.097 0.096
H -1.043 -1.628 -0.060 0.144 -0.032 0.000

***

11
Properties=species:S:1:pos:R:3:forces:R:3 method="wB97M-V/def2-TZVPD" orbital_gap_ev=9.239 relative_energy_kj_mol=192.4 e_tot_ha=-426.98434 smiles="[H]/N=c1/nc(O)nn[nH]1" homo_energy_ev=-9.74 e_lumo_ev=-0.5018
H 3.082 -0.561 -0.134 0.319 0.410 -0.089
N 2.241 -1.112 -0.127 -1.575 0.549 0.557
C 1.167 -0.421 0.050 1.531 -1.095 -0.508
N -0.058 -1.036 0.119 -0.079 -0.482 -0.353
C -1.068 -0.283 -0.034 -1.343 0.107 0.971
O -2.314 -0.796 -0.021 1.215 0.224 -0.103
N -1.116 1.099 -0.082 -0.121 0.725 -0.631
N -0.022 1.709 -0.035 0.723 -0.443 0.399
N 1.094 0.974 0.138 0.353 0.251 -0.389
H -2.115 -1.731 0.101 -0.505 -0.584 -0.015
H 1.978 1.456 0.009 -0.518 0.338 0.163

***

67
Properties=species:S:1:pos:R:3:forces:R:3 method="wB97M-V/def2-TZVPD" total_charge=+1 orbital_gap_ev=4.811 relative_energy_kj_mol=12.1 e_tot_ha=-16988.07108 homo_energy_ev=-8.92 e_lumo_ev=-4.1135
Ta 0.593 1.006 -0.272 -0.093 0.508 0.693
Br 3.944 6.310 -3.236 0.019 0.025 -0.018
C 3.066 4.882 -2.408 0.017 -0.031 -0.071
C 2.589 5.002 -1.114 -0.037 0.000 0.075
C 1.956 3.919 -0.546 -0.008 0.024 0.006
N 1.772 2.754 -1.188 -0.005 -0.066 0.057
C 2.222 2.654 -2.451 0.097 -0.109 -0.037
C 2.887 3.690 -3.085 -0.031 0.080 -0.054
C 1.989 1.352 -3.108 0.054 0.118 0.021
C 2.398 1.070 -4.403 0.021 0.006 -0.049
C 2.159 -0.188 -4.923 0.027 0.040 -0.032
Br 2.689 -0.596 -6.668 0.010 -0.007 -0.027
C 1.529 -1.145 -4.142 -0.034 -0.052 0.039
C 1.146 -0.785 -2.871 -0.013 0.024 -0.002
N 1.358 0.436 -2.359 0.001 -0.084 0.039
H 2.703 5.917 -0.551 -0.002 -0.007 -0.005
H 1.577 3.969 0.463 0.002 0.007 0.001
H 3.252 3.587 -4.095 -0.001 0.004 0.002
H 2.892 1.814 -5.007 0.001 -0.003 0.005
H 1.332 -2.140 -4.514 -0.001 0.003 0.001
H 0.642 -1.496 -2.230 -0.004 -0.009 0.008
Se -0.744 2.415 1.295 -0.834 0.039 -0.079
Se -3.261 1.703 0.933 0.185 0.068 0.015
Se -3.044 2.795 -1.067 0.045 -0.020 -0.051
Se -1.192 1.712 -2.034 0.058 -0.055 -0.002
F 6.270 -2.762 1.936 0.010 -0.024 -0.027
C 5.821 -2.964 0.690 -0.006 -0.005 0.009
F 5.543 -4.264 0.554 0.041 0.042 -0.001
F 6.811 -2.655 -0.157 -0.025 -0.032 0.024
C 4.604 -2.106 0.430 -0.019 0.006 -0.020
C 4.760 -0.745 0.220 0.015 -0.022 0.018
C 3.632 0.024 0.027 -0.052 0.026 0.012
N 2.392 -0.490 0.034 -0.053 -0.115 -0.069
C 2.257 -1.806 0.224 -0.004 0.015 -0.005
C 3.334 -2.650 0.427 0.036 -0.011 0.029
H 5.738 -0.285 0.214 -0.001 -0.004 -0.007
H 3.707 1.094 -0.119 -0.002 -0.012 -0.002
H 1.247 -2.191 0.224 0.012 -0.004 -0.007
H 3.174 -3.707 0.586 0.004 0.003 -0.005
S 1.388 1.682 1.818 0.551 -0.309 -0.469
C -0.483 -0.960 2.680 0.006 -0.036 0.012
C -1.089 -1.264 1.362 -0.015 0.027 0.012
N -0.703 -0.797 0.171 0.086 -0.037 -0.132
C -1.575 -1.345 -0.768 0.043 0.077 0.037
C -2.474 -2.122 -0.137 -0.030 -0.040 0.094
N -2.159 -2.068 1.205 -0.048 -0.047 -0.062
C -2.979 -2.645 2.269 0.009 -0.004 -0.017
N -3.767 -1.668 2.944 0.039 0.011 0.023
N -3.290 -1.125 4.102 -0.131 0.015 0.026
N -4.057 -0.180 4.470 0.047 -0.006 -0.090
C -5.070 -0.044 3.537 0.010 0.024 0.085
C -6.131 0.864 3.482 -0.008 0.009 0.014
C -6.976 0.769 2.403 -0.006 -0.008 -0.013
C -6.784 -0.205 1.400 -0.013 0.010 0.006
C -5.745 -1.106 1.444 0.012 -0.007 0.008
C -4.888 -0.998 2.542 0.014 -0.024 -0.020
H 0.599 -0.883 2.594 -0.017 0.006 0.001
H -0.739 -1.717 3.416 0.000 -0.007 0.002
H -0.856 -0.004 3.054 0.000 0.014 -0.013
H -1.539 -1.078 -1.807 0.012 0.001 0.004
H -3.307 -2.690 -0.510 0.005 0.002 0.012
H -2.346 -3.125 3.010 0.005 -0.013 0.003
H -3.619 -3.395 1.807 -0.011 -0.013 -0.002
H -6.265 1.606 4.256 0.002 -0.009 -0.008
H -7.809 1.452 2.312 0.003 -0.003 -0.003
H -7.476 -0.240 0.569 0.004 0.000 0.001
H -5.607 -1.842 0.663 0.004 0.001 0.005